## P
ORCA calculation (ωB97M-V/def2-TZVPD) on a 3-piece molecular cluster, C4H17N2O2 overall.

XYZ file:
```
25
Properties=species:S:1:pos:R:3:lowdin_charge:R:1
N 1.30200 -0.51673 -0.78458 0.105
C 0.61496 0.74301 -1.18546 -0.146
C 0.34267 1.68137 -0.02459 -0.189
N -0.16579 0.81723 1.05423 -0.320
C -1.51000 1.16565 1.44074 -0.104
C 0.77658 0.78363 2.21700 -0.074
H 2.23214 -0.61171 -0.46112 0.129
H 0.88200 -1.41859 -1.32421 0.189
H 0.75236 -0.88172 0.17752 0.171
H -0.33882 0.37339 -1.60615 0.119
H 1.11269 1.08017 -2.12338 0.142
H -0.27218 2.53497 -0.32810 0.134
H 1.18028 2.29701 0.32486 0.125
H -1.69903 2.16979 1.91483 0.109
H -1.90773 0.35669 2.14590 0.109
H -2.01984 1.05321 0.49050 0.082
H 0.28342 0.12844 3.03698 0.118
H 0.97685 1.69815 2.72171 0.067
H 1.75976 0.42293 1.77264 0.093
H -0.78631 -2.49778 -3.66342 0.022
H -1.28548 -1.10847 -3.71672 0.041
O -0.92867 -1.75512 -3.12505 -0.015
H -0.42901 -3.40677 -0.18450 0.035
H -0.62005 -2.54288 1.06924 0.089
O -0.25281 -2.56588 0.16112 -0.031
```

gap between HOMO and LUMO: 10.0 eV
total charge: +1
highest occupied orbital energy: -12.840 eV


## Q
ORCA calculation (ωB97M-V/def2-TZVPD) on a 3-piece molecular cluster, C4H17N2O2 overall.

XYZ file:
```
25
Properties=species:S:1:pos:R:3:lowdin_charge:R:1
C -1.13168 1.84647 0.02163 -0.235
N -1.65957 2.01041 1.37764 0.015
C -0.98407 0.36172 -0.27316 -0.128
N -0.59882 -0.38534 0.96525 0.030
C 0.77218 -0.02211 1.55850 -0.162
C 1.71538 -1.18944 1.48744 -0.061
H -1.81239 2.25916 -0.72374 0.126
H -0.23319 2.43859 -0.14478 0.118
H -2.54210 2.50398 1.38663 0.091
H -1.04554 2.61387 1.93391 0.098
H -1.96307 -0.02590 -0.52634 0.135
H -0.34557 0.04240 -1.09581 0.097
H -1.29770 -0.07939 1.64950 0.145
H -0.64194 -1.40183 0.83624 0.172
H 0.58897 0.31578 2.57289 0.128
H 1.09157 0.84660 0.98766 0.120
H 2.11413 -1.31015 0.47933 0.087
H 2.51403 -1.06054 2.21925 0.095
H 1.28183 -2.13080 1.85033 0.096
H 0.27789 0.42295 -4.00182 0.057
H 1.50925 0.16923 -3.18819 0.059
O 0.57507 -0.08504 -3.23540 -0.056
H 0.48639 -2.87454 -2.80979 0.040
H 0.59511 -2.21937 -1.43173 -0.019
O 0.73386 -3.04671 -1.89546 -0.048
```

gap between HOMO and LUMO: 11.6 eV
total charge: +1
highest occupied orbital energy: -14.360 eV


Most stable: Q


## P
ORCA calculation (ωB97M-V/def2-TZVPD) on C3H5N3 in the gas phase.

XYZ file:
```
11
Properties=species:S:1:pos:R:3:lowdin_charge:R:1
N 0.38379 0.29994 -1.95579 0.094
C 0.02818 0.17340 -0.61383 -0.457
N -0.72822 1.04773 0.02114 0.071
N -0.75013 0.57286 1.29233 -0.049
C -0.01902 -0.54157 1.47160 -0.107
C 0.53023 -0.83043 0.23483 -0.062
H 0.49697 -0.58856 -2.43091 0.086
H -0.27348 0.88617 -2.44782 0.080
H -1.24273 1.10489 1.98855 0.143
H 0.04348 -1.03351 2.43854 0.112
H 1.53095 -1.09093 0.00136 0.090
```

structure (SMILES): Nc1cc[nH]n1
gap between HOMO and LUMO: 9.5 eV
total charge: 0
highest occupied orbital energy: -8.371 eV


## Q
ORCA calculation (ωB97M-V/def2-TZVPD) on C3H5N3 in the gas phase.

XYZ file:
```
11
Properties=species:S:1:pos:R:3:lowdin_charge:R:1
C -1.59559 -0.47330 0.06819 -0.023
N 0.34861 1.08347 -0.16478 0.016
C -0.14979 -0.17348 0.03103 -0.405
C 1.95189 -0.21166 0.03877 -0.223
N 1.69087 1.08184 -0.16172 0.034
N 0.85399 -1.01414 0.16126 0.103
H -0.14868 1.95599 -0.30176 0.156
H 2.96762 -0.58128 0.09693 0.097
H -2.16360 0.36000 0.49349 0.078
H -1.78662 -1.35997 0.68048 0.085
H -1.96871 -0.66746 -0.94190 0.083
```

structure (SMILES): Cc1ncn[nH]1
gap between HOMO and LUMO: 10.5 eV
total charge: 0
highest occupied orbital energy: -9.645 eV


## R
ORCA calculation (ωB97M-V/def2-TZVPD) on C3H5N3 in the gas phase.

XYZ file:
```
11
Properties=species:S:1:pos:R:3:lowdin_charge:R:1
N 0.55859 0.25691 -1.73735 0.052
C 0.47008 0.34701 -0.30023 -0.446
C -0.82758 0.20997 0.44391 -0.035
C -0.55765 -0.57475 1.48523 -0.120
N 0.79835 -1.04966 1.41302 0.007
N 1.36541 -0.59922 0.39445 0.036
H -0.07021 0.93211 -2.16121 0.074
H 0.28312 -0.66393 -2.06162 0.077
H -1.75652 0.70856 0.19622 0.102
H -1.17245 -0.87903 2.32322 0.095
H 0.90887 1.31202 0.00435 0.158
```

structure (SMILES): N[C@H]1C=CN=N1
gap between HOMO and LUMO: 9.7 eV
total charge: 0
highest occupied orbital energy: -9.520 eV


Most stable: Q


## P
ORCA calculation (ωB97M-V/def2-TZVPD) on a 2-piece molecular cluster, C3H10N2 overall.

XYZ file:
```
15
Properties=species:S:1:pos:R:3:lowdin_charge:R:1
C 1.24223 -1.25702 -1.20959 -0.197
C 1.58320 -2.64890 -1.81007 -0.199
H 2.18018 -0.62161 -1.07318 0.077
H 0.51311 -0.84013 -2.07864 0.104
H 0.66298 -1.21431 -0.32502 0.016
H 1.58776 -2.45110 -2.91013 0.058
H 0.73539 -3.40843 -1.62853 0.084
H 2.56048 -3.04973 -1.47473 0.056
N -1.24735 1.94060 2.74232 0.077
C -1.55937 2.27215 1.43311 -0.346
N -2.61148 2.90555 0.98725 0.058
H -1.67169 2.36776 3.54039 0.086
H -0.55286 1.30482 2.94681 0.048
H -0.81512 1.76234 0.83020 0.101
H -2.60745 2.93802 0.02980 -0.023
```

structure (SMILES): [H]/N=C/N.CC
gap between HOMO and LUMO: 10.1 eV
total charge: 0
highest occupied orbital energy: -9.305 eV


## Q
ORCA calculation (ωB97M-V/def2-TZVPD) on a 2-piece molecular cluster, C3H10N2 overall.

XYZ file:
```
15
Properties=species:S:1:pos:R:3:lowdin_charge:R:1
C 2.72809 -0.19279 0.98629 -0.195
N 2.19571 0.43626 0.04469 -0.006
H 3.84870 -0.44487 0.84153 0.072
H 2.11964 -0.39095 2.04137 0.104
H 1.23975 0.76833 -0.00318 -0.001
C -1.66917 1.16475 -0.43848 -0.160
N -0.95604 0.07995 0.36654 -0.198
C -0.73712 -1.16659 -0.62424 -0.113
H -2.08651 0.81272 -1.39883 0.064
H -2.47239 1.65991 0.10445 0.057
H -0.82440 1.90095 -0.62294 0.079
H -1.57955 -0.35306 1.25990 0.158
H -1.64783 -1.47625 -1.02242 0.038
H -0.07733 -1.82882 -0.09907 0.053
H -0.08156 -0.96953 -1.43561 0.048
```

structure (SMILES): C=N.CNC
gap between HOMO and LUMO: 10.0 eV
total charge: 0
highest occupied orbital energy: -8.903 eV


## R
ORCA calculation (ωB97M-V/def2-TZVPD) on a 2-piece molecular cluster, C3H10N2 overall.

XYZ file:
```
15
Properties=species:S:1:pos:R:3:lowdin_charge:R:1
C -2.62349 1.43241 -1.47442 -0.203
N -2.57242 0.43627 -0.36744 -0.081
H -1.94852 2.18814 -1.22280 0.021
H -3.57927 2.00250 -1.55040 0.074
H -2.27934 1.00253 -2.50652 0.095
H -1.98838 -0.39079 -0.69336 0.076
H -3.51367 0.20286 -0.19586 0.018
C 1.43835 -1.22114 0.59184 -0.177
C 3.42329 -0.30136 1.42956 -0.103
N 2.62410 -0.35883 0.42848 -0.111
H 0.56874 -0.72329 0.05385 0.069
H 1.15530 -1.42121 1.68867 0.083
H 1.57620 -2.30208 0.28147 0.073
H 3.88324 0.70652 1.60107 0.069
H 3.83586 -1.25255 1.93585 0.096
```

structure (SMILES): C=NC.CN
gap between HOMO and LUMO: 9.8 eV
total charge: 0
highest occupied orbital energy: -8.998 eV


Most stable: P


## P
ORCA calculation (ωB97M-V/def2-TZVPD) on C2H2FOP in the gas phase.

XYZ file:
```
7
Properties=species:S:1:pos:R:3:lowdin_charge:R:1
C 0.42111 -0.06852 -0.04224 -0.434
C -0.71607 -0.45679 0.79452 -0.581
O -1.02630 -1.41981 1.41288 0.145
F -1.73685 0.48596 0.72305 -0.023
P 0.19286 1.14250 -1.16163 0.923
H 1.53064 -0.55864 0.12005 0.128
H 1.33461 0.87531 -1.84663 -0.158
```

structure (SMILES): [H]/P=C/C(=O)F
gap between HOMO and LUMO: 9.3 eV
total charge: 0
highest occupied orbital energy: -10.659 eV


## Q
ORCA calculation (ωB97M-V/def2-TZVPD) on C2H2FOP in the gas phase.

XYZ file:
```
7
Properties=species:S:1:pos:R:3:lowdin_charge:R:1
C -0.10466 -0.17271 0.36581 -0.405
C 0.36433 1.02768 -0.17432 -0.406
O 0.74761 2.38714 0.51878 -0.153
F 0.64924 1.03744 -1.42917 0.090
P -0.74931 -1.29207 -0.77540 0.940
H -0.10931 -0.51052 1.33281 0.020
H -0.79790 -2.47697 0.16149 -0.087
```

structure (SMILES): [H]/P=C/C(=O)F
gap between HOMO and LUMO (spin up / spin down): 7.7 / 7.4 eV
total charge: 0
highest occupied orbital energy (spin up / spin down): -10.109 / -9.786 eV


## R
ORCA calculation (ωB97M-V/def2-TZVPD) on C2H2FOP in the gas phase.

XYZ file:
```
7
Properties=species:S:1:pos:R:3:lowdin_charge:R:1
C -0.96261 -0.38343 -0.75116 -0.159
C 0.50571 0.07362 -0.35750 -0.525
O -1.93818 -0.89924 -0.44515 0.125
F -0.11815 0.90916 1.95500 -0.427
P 0.74050 -0.33235 1.34942 0.804
H 1.23241 -0.50396 -1.02318 0.094
H 0.54031 1.13620 -0.72744 0.089
```

gap between HOMO and LUMO (spin up / spin down): 6.5 / 7.9 eV
total charge: 0
highest occupied orbital energy (spin up / spin down): -7.322 / -7.896 eV


Most stable: P


## P
ORCA calculation (ωB97M-V/def2-TZVPD) on C4H3NO2 in the gas phase.

XYZ file:
```
10
Properties=species:S:1:pos:R:3:lowdin_charge:R:1
C -0.03597 0.01218 0.20338 -0.317
C 0.61779 1.35992 0.15263 -0.186
C -1.38023 -0.14575 0.32013 -0.064
C -2.46607 -0.66823 -0.13553 0.192
H 2.43235 -1.63506 -0.30994 0.179
H 1.73661 1.54439 0.19208 0.142
H -3.47950 -0.96221 -0.31758 0.028
N 0.67274 -1.10590 0.07001 0.080
O 1.99565 -0.69592 -0.05878 -0.126
O -0.09338 2.29659 -0.11641 0.072
```

structure (SMILES): C#C/C(C=O)=N/O
gap between HOMO and LUMO: 8.7 eV
total charge: 0
highest occupied orbital energy: -9.366 eV


## Q
ORCA calculation (ωB97M-V/def2-TZVPD) on C4H3NO2 in the gas phase.

XYZ file:
```
10
Properties=species:S:1:pos:R:3:lowdin_charge:R:1
C 0.01111 -0.06013 -0.15870 -0.232
C 0.35578 -0.22025 1.20753 -0.189
C 0.01874 1.36212 -0.63997 -0.082
C 0.06605 2.46579 -0.95005 0.106
H -0.41016 -2.67460 -1.75140 0.225
H 0.32652 -1.34502 1.48027 0.138
H 0.12404 3.41144 -1.52382 0.066
N -0.48931 -0.98644 -1.01712 0.021
O -0.33006 -2.27103 -0.71873 -0.067
O 0.41440 0.54954 2.23897 0.014
```

structure (SMILES): C#C/C(C=O)=N/O
gap between HOMO and LUMO: 8.8 eV
total charge: 0
highest occupied orbital energy: -9.958 eV


Most stable: P


## P
ORCA calculation (ωB97M-V/def2-TZVPD) on a 15-piece molecular cluster, H28O18S overall.

XYZ file:
```
47
Properties=species:S:1:pos:R:3:lowdin_charge:R:1
S 5.28300 -0.96200 -11.30400 0.307
O 4.49000 -1.97000 -10.68300 -0.305
O 5.59300 -0.08200 -10.21900 -0.332
O 6.35800 -1.56600 -11.97900 -0.305
O 4.58600 -0.20900 -12.28800 -0.315
O 2.28500 -3.61700 -9.30100 -0.036
H 2.40400 -2.81000 -9.80300 -0.013
H 2.65300 -3.47600 -8.45200 0.004
O 8.58200 -1.86200 -10.77600 -0.081
H 8.72300 -1.03800 -10.35300 -0.016
H 7.68400 -1.73600 -11.20200 -0.024
O 5.01200 -0.89500 -14.81900 -0.022
H 4.23300 -0.53000 -15.18500 0.000
H 5.02900 -0.62900 -13.92500 -0.051
O 7.76300 1.26600 -10.32700 -0.083
H 6.95900 0.70100 -10.17800 -0.018
H 7.62000 1.85700 -11.06600 0.028
O 4.77400 2.41900 -9.88600 -0.066
H 5.27600 1.61600 -10.06500 -0.033
H 5.50700 3.03600 -10.01400 0.024
O 2.52100 -1.67700 -13.15700 -0.047
H 1.74800 -1.08200 -13.34600 0.082
H 3.22900 -1.11900 -12.91100 -0.049
O 3.94900 -4.23200 -11.97300 -0.053
H 4.04600 -3.92600 -12.85500 0.002
H 4.10700 -3.47400 -11.40400 -0.040
O 3.60400 2.00100 -13.14800 -0.059
H 3.77300 1.99100 -14.08000 0.004
H 3.81300 1.09900 -12.89900 -0.039
O 6.89300 -1.98900 -8.14400 -0.077
H 6.42100 -2.69800 -8.59700 -0.020
H 6.24000 -1.30900 -8.03600 -0.058
O 8.08100 -0.66800 -13.72500 -0.083
H 7.41900 -1.02700 -13.06300 -0.007
H 8.76800 -1.31200 -13.69700 -0.005
O 5.32100 -3.97400 -9.27200 -0.041
H 4.93000 -3.87300 -8.39800 0.044
H 4.97500 -3.23900 -9.76100 -0.044
O 6.88200 -3.81800 -13.03900 -0.056
H 6.70900 -2.96400 -12.66200 -0.053
H 7.80600 -3.69800 -13.30900 0.030
O 1.86900 -0.97500 -10.46200 -0.023
H 2.76800 -1.10700 -10.34200 -0.048
H 1.86200 -1.29300 -11.35900 -0.003
O 4.69500 -0.68200 -7.86800 -0.056
H 5.16900 -0.06100 -7.35800 0.023
H 4.92800 -0.28800 -8.75500 0.017
```

gap between HOMO and LUMO: 9.1 eV
total charge: -2
highest occupied orbital energy: -4.108 eV


## Q
ORCA calculation (ωB97M-V/def2-TZVPD) on a 15-piece molecular cluster, H28O18S overall.

XYZ file:
```
47
Properties=species:S:1:pos:R:3:lowdin_charge:R:1
S -0.17780 -0.00791 -0.34582 0.423
O -0.00314 1.23736 0.32111 -0.320
O 0.00520 -1.10326 0.60129 -0.324
O -1.54437 0.00223 -0.80859 -0.329
O 0.74383 -0.13226 -1.42774 -0.307
O 2.54757 -1.68085 -2.25647 -0.100
H 3.12081 -1.11232 -1.78379 -0.021
H 1.71852 -1.14262 -2.01592 -0.011
O -1.53875 3.17886 0.79587 -0.110
H -1.10633 2.31650 0.58554 -0.039
H -2.33965 2.99878 0.23500 0.048
O 1.26780 -0.63826 2.68440 -0.063
H 0.83848 -0.04124 3.30689 0.044
H 0.68245 -0.70459 1.93338 -0.044
O -0.06869 0.01475 -3.96961 -0.052
H -0.76741 -0.60263 -3.90212 -0.005
H 0.46132 -0.05808 -3.15408 -0.003
O 3.13493 0.42844 0.67333 -0.042
H 2.56583 0.42650 1.45071 -0.001
H 4.06409 0.47538 0.93241 0.041
O -3.41614 -1.33343 -1.93093 -0.074
H -3.09283 -1.26204 -2.83409 0.007
H -2.65572 -0.97931 -1.44144 -0.032
O 1.84243 2.94694 0.15615 -0.088
H 1.04822 2.40567 0.24361 -0.049
H 1.47727 3.72544 0.62448 0.040
O -2.27904 1.62879 -2.62107 -0.104
H -2.01755 0.98471 -1.93625 -0.047
H -2.76667 1.17991 -3.37882 0.054
O 1.56539 -3.05595 0.64198 -0.091
H 1.06507 -3.86945 0.87545 0.038
H 0.91922 -2.31796 0.62059 -0.048
O 2.60532 1.38391 -2.10361 -0.114
H 1.86122 0.82775 -1.75188 -0.045
H 2.32982 1.61556 -3.03808 0.060
O -2.15073 -2.59036 0.77724 -0.078
H -2.24764 -2.89675 1.69427 0.025
H -1.33308 -2.05406 0.71369 -0.025
O 0.31336 2.05578 2.77285 -0.066
H 0.18724 1.78550 1.83858 -0.019
H 1.20576 1.87661 3.03959 0.016
O -0.01761 -3.00859 3.38126 -0.087
H 0.32551 -2.86033 4.28203 0.034
H 0.29137 -2.23623 2.87231 -0.013
O -3.29081 0.84069 0.82711 -0.045
H -2.57073 0.66185 0.21134 -0.044
H -2.80335 0.69058 1.60785 0.010
```

gap between HOMO and LUMO: 8.9 eV
total charge: -2
highest occupied orbital energy: -3.981 eV


Most stable: P